Molecular formula: C5H9FMnO4V
Method: DFT, the ωB97M-V functional and the def2-TZVPD basis

The geometry in XYZ format:
```
21
C5H9FMnO4V the ωB97M-V functional and the def2-TZVPD basis
O 1.56940 2.11012 -1.66893
V 0.50939 1.22347 -2.35901
Mn -0.04610 -1.67602 -3.57163
F -1.09964 0.01183 -3.12077
C 2.84025 -0.85178 -2.44122
O 1.40828 -0.64426 -2.46739
H 3.37437 -0.06985 -2.97557
H 3.19774 -0.89450 -1.41220
H 3.08165 -1.82881 -2.86164
O -0.26209 0.52064 -0.52924
C -0.74843 0.32993 0.58880
O -1.69993 -0.54472 0.72086
C -2.08326 -0.78197 2.14258
C -1.52155 0.45939 2.82426
C -0.41801 0.98275 1.90648
H -1.64949 -1.72765 2.45204
H -3.15967 -0.81611 2.02996
H -1.18867 0.39205 3.85769
H -2.32241 1.19677 2.93176
H 0.54130 0.55712 2.21988
H -0.32313 2.05160 1.73328
```

The energy relative to the best compared isomer or geometry (same formula, charge and spin) is 0.000 eV. The value obtained for the gap between HOMO and LUMO (alpha / beta) is 7.850 / 7.813 eV. Its total charge is +2. For the LUMO energy (alpha / beta), the calculation gives -9.86 / -9.90 eV. The spin multiplicity is 7. Its expectation value of S² is 12.0325.